Entry from OMol25: C6H18N7O2SiV as an isolated structure (ωB97M-V/def2-TZVPD).

Element x y z (Å)
V: -0.45413 2.09747 1.70631
N: 0.08329 -1.18341 -0.09227
N: 0.50330 -1.50203 1.19817
C: 0.94891 -0.54199 2.00991
N: 1.38405 -0.86292 3.22697
N: 0.97032 0.71078 1.52555
N: 1.24492 1.71636 2.52409
O: 1.36968 2.89187 1.89146
O: 0.11675 1.76366 3.42282
H: -0.92890 -1.11480 -0.12585
H: 0.43991 -1.86540 -0.74654
H: 0.33450 -2.42198 1.57785
H: 1.38642 -1.82072 3.53352
H: 1.47343 -0.14600 3.92821
N: -1.60227 3.88369 1.57346
N: -1.04343 3.54782 0.28545
H: -2.61502 3.83074 1.56242
H: -1.29044 4.79359 1.89411
H: -0.44314 4.28017 -0.07723
H: -1.77020 3.30164 -0.37717
C: -5.46921 0.74443 -1.17952
Si: -4.55316 -0.41901 -0.04496
C: -3.93016 -1.91192 -0.97416
C: -5.58450 -0.91351 1.42136
C: -3.05336 0.48834 0.58526
C: -2.04954 1.05399 0.99254
H: -6.35618 0.25688 -1.58968
H: -4.84599 1.05736 -2.01892
H: -5.80146 1.63565 -0.64408
H: -4.76520 -2.47573 -1.39529
H: -3.37870 -2.58390 -0.31320
H: -3.27770 -1.62699 -1.80223
H: -6.48940 -1.42927 1.09381
H: -5.88760 -0.04143 2.00296
H: -5.03469 -1.58412 2.08343

Computed properties:
- relative energy (zero: lowest compared OMol25 entry of this formula, charge and spin) (kJ/mol) = 0.00
- E_LUMO (alpha / beta) (eV) = -4.3 / -3.3
- 2S+1 = 2
- DFT total energy (eV) = -54594.446
- E_HOMO (alpha / beta) (eV) = -12.35 / -12.52
- charge = +1
- frontier orbital gap (alpha / beta) (eV) = 8.09 / 9.25